No. 1
18
Properties=species:S:1:pos:R:3:forces:R:3:mulliken_charge:R:1 method="wB97M-V/def2-TZVPD" homo_energy_ha="-0.1365 / -0.1393" gap_ev="6.82 / 6.96" total_charge=-1
C -1.589181 1.334149 -1.587226 0.2 0.4 -0.4 -0.797
C -1.377597 0.538819 -0.575747 0.7 0.0 0.2 0.060
C -2.261249 -0.458043 0.144289 -0.1 0.9 -0.2 0.596
C 1.229482 0.655849 1.646745 -0.3 0.1 0.0 -0.987
C 1.125518 -1.815531 -0.439906 0.3 0.3 0.1 -0.498
C 1.342193 0.854760 0.171894 -0.1 -0.4 -0.1 -0.328
O -1.911495 -1.636521 0.185286 0.3 -0.9 0.2 -0.717
O -3.285876 0.112214 0.544054 -0.7 0.0 0.4 -0.702
S 2.132610 -0.350343 -0.797421 -0.2 0.0 -0.2 -0.156
H -0.802142 1.948018 -1.998600 0.2 0.1 -0.1 0.266
H -2.555648 1.444838 -2.076645 -0.2 -0.2 0.2 0.303
H 0.676691 1.488184 2.079695 -0.1 0.0 0.1 0.325
H 2.211872 0.601412 2.137487 0.0 0.0 -0.1 0.318
H 0.689626 -0.263018 1.871597 -0.1 0.0 0.1 0.252
H 1.348014 -2.554557 -1.207022 0.0 0.0 0.0 0.332
H 0.068298 -1.533884 -0.458195 0.1 -0.2 0.0 0.076
H 1.386355 -2.215952 0.537300 -0.1 -0.1 0.0 0.230
H 1.572524 1.849605 -0.177586 -0.1 0.2 -0.1 0.427

=====

No. 2
19
Properties=species:S:1:pos:R:3:forces:R:3:mulliken_charge:R:1 method="wB97M-V/def2-TZVPD" homo_energy_ha=-0.3407 gap_ev=10.23 smiles=C[C@H]1OCC1(C)C
C -1.195228 -1.526088 0.620226 0.0 0.0 0.1 -1.296
C 0.261852 -1.273769 0.251204 -0.1 0.5 0.4 0.340
O 0.548344 -1.786472 -1.061205 0.1 0.5 0.2 -0.458
C 0.471888 -0.487181 -1.638811 0.4 0.7 0.2 -0.568
C 0.575504 0.243023 -0.184328 -2.4 2.4 1.1 0.800
C 1.352566 1.368768 0.711901 1.7 -1.1 -0.2 -1.161
C -0.626924 1.290311 -0.041505 -1.4 -1.1 -1.0 -1.720
H -1.389680 -2.593367 0.766331 0.1 0.1 0.0 0.362
H -1.437985 -0.999741 1.548839 0.0 -0.1 -0.1 0.300
H -1.871912 -1.172101 -0.165463 0.1 -0.1 0.2 0.271
H 0.909480 -1.784034 0.985243 0.0 0.5 -0.2 0.346
H -0.562363 -0.334965 -2.028869 0.6 0.3 0.2 0.231
H 1.151981 -0.384770 -2.494933 0.2 0.2 0.5 0.304
H 1.557878 0.866621 1.644578 1.0 -0.2 0.2 0.377
H 0.842833 2.318504 1.069525 0.2 -1.4 -0.9 0.313
H 2.189004 1.723651 0.145791 1.2 0.0 0.2 0.331
H -1.006681 1.471925 0.980238 0.2 -0.5 -0.4 0.345
H -1.354972 0.820500 -0.642065 -2.0 0.2 -0.6 0.475
H -0.424473 2.307591 -0.441660 0.1 -1.0 -0.1 0.408

=====

No. 3
21
Properties=species:S:1:pos:R:3:forces:R:3:mulliken_charge:R:1 method="wB97M-V/def2-TZVPD" homo_energy_ha="-0.2590 / -0.2738" gap_ev="5.26 / 6.89"
C 0.903472 -1.654965 -0.960094 0.0 -0.6 -0.1 0.114
C 1.659960 -1.067566 -0.217500 0.6 0.8 0.0 0.882
C 0.250479 -2.503467 -1.783471 -2.1 0.6 -0.2 -1.256
C 2.439910 1.267014 0.505296 -0.9 -1.5 0.5 -0.879
C -2.234778 0.679512 0.156804 -1.0 -0.5 2.8 -1.063
C 2.722156 -0.335066 0.407284 -0.2 2.7 -1.9 -0.702
C -2.083149 -0.729688 0.844833 0.2 0.4 -1.2 -0.531
P -2.798232 -2.132821 -0.243540 0.8 0.3 0.0 0.085
P -1.467130 -1.925520 -2.033380 0.9 -2.3 0.3 0.147
H 2.354906 1.831930 -0.456634 0.6 -0.7 0.7 0.292
H 1.404284 1.319993 0.934984 0.9 0.2 -0.1 0.184
H 3.167007 1.684051 1.232492 -0.5 0.1 -0.7 0.317
H -2.124330 1.489725 0.925619 -0.6 -0.8 -0.3 0.289
H -1.616381 1.087245 -0.605686 0.5 -0.8 -1.2 0.322
H -3.269827 0.453552 -0.062819 -0.5 1.8 -1.0 0.417
H 2.795816 -0.710937 1.370581 0.6 -0.5 2.1 0.309
H 3.644414 -0.536170 -0.155635 -0.1 0.1 0.3 0.315
H -2.704584 -0.674571 1.778123 0.9 -0.4 -0.8 0.354
H -1.042902 -0.968318 0.978281 0.5 -0.3 0.8 0.191
H -1.819819 -0.774382 -2.696930 0.1 0.9 -0.4 0.087
H -1.798996 -2.922003 -2.998378 -0.7 0.6 0.5 0.126

=====

No. 4
56
Properties=species:S:1:pos:R:3:forces:R:3:mulliken_charge:R:1 method="wB97M-V/def2-TZVPD" homo_energy_ha="-0.1678 / -0.2008" gap_ev="6.28 / 7.03" s_squared=0.76 multiplicity=2 total_charge=-1
Ti 0.442756 -1.241097 -0.212241 -1.3 -0.3 0.7 0.493
O -1.954410 -1.308863 -2.134254 -0.1 0.3 -0.1 -0.361
C -2.950463 -2.188080 -1.671400 -0.4 -0.2 -0.1 -0.969
C -3.062751 -2.243753 -0.157931 -0.1 0.1 -0.1 -0.839
N -1.802783 -2.569387 0.471203 0.3 -0.1 0.2 0.574
C -1.333564 -3.895381 0.107883 0.0 -0.2 0.0 -0.549
C -0.497509 -3.852397 -1.169128 0.1 0.2 0.0 0.343
O -0.478426 -4.753319 -1.970391 -0.1 -0.2 -0.1 -0.718
O 0.179736 -2.737394 -1.287409 0.4 -1.0 -0.7 -0.462
C -1.815449 -2.339052 1.903098 -0.1 -0.1 0.2 -0.703
C -0.391881 -2.264137 2.458818 -0.2 0.3 0.0 0.476
O -0.157218 -2.485380 3.625628 -0.1 -0.1 0.1 -0.747
O 0.487529 -1.896465 1.575965 0.4 -0.4 1.2 -0.572
H -2.157314 -0.418807 -1.820319 -0.2 0.2 0.1 0.199
H -2.700835 -3.171020 -2.082736 -0.1 0.1 0.0 0.404
H -3.944091 -1.913662 -2.057355 0.1 0.0 -0.1 0.503
H -3.844987 -2.986123 0.091804 0.1 0.1 0.0 0.392
H -3.388304 -1.272157 0.225918 0.0 -0.1 -0.1 0.323
H -2.152915 -4.616980 -0.031043 0.1 0.1 0.1 0.365
H -0.673110 -4.278375 0.893531 -0.1 0.0 -0.1 0.411
H -2.382348 -3.097791 2.465756 0.1 0.1 -0.1 0.354
H -2.272503 -1.360549 2.085309 0.0 -0.1 0.0 0.319
N 2.076034 2.741864 0.242509 -0.1 -0.1 -0.2 -0.132
C 1.657993 3.297919 1.471753 0.0 0.0 0.1 0.356
C 1.535309 4.668634 1.616141 0.0 -0.1 0.0 -0.764
C 1.121807 5.203271 2.828565 0.0 0.0 0.0 -0.582
C 0.796614 4.364418 3.881738 0.0 0.0 0.0 -0.651
C 0.885742 2.987905 3.721446 0.0 0.1 -0.1 -0.755
C 1.343086 2.450959 2.528247 0.0 0.1 0.0 0.772
S 1.529694 0.706051 2.359002 0.0 0.0 0.0 -0.232
N 1.320695 0.547768 0.677226 0.5 0.7 -0.2 0.199
C 1.612694 1.498311 -0.133968 0.0 0.0 0.2 0.030
C 1.424553 1.195679 -1.569081 0.0 0.0 -0.2 1.036
C 1.872627 2.013409 -2.598377 0.0 0.0 0.3 -1.159
C 1.668005 1.622464 -3.907053 -0.2 -0.3 0.0 -0.792
C 1.017132 0.418483 -4.144367 0.1 0.2 0.0 -1.036
C 0.614648 -0.355206 -3.075394 -0.1 -0.3 -0.1 -0.244
N 0.814388 0.013275 -1.804960 0.5 1.1 -0.8 1.145
H 2.123597 3.418446 -0.505241 0.0 -0.1 0.1 0.103
H 1.763190 5.317554 0.780099 0.0 0.0 0.0 0.363
H 1.037636 6.276472 2.937769 0.0 0.0 0.0 0.372
H 0.455826 4.775050 4.821923 0.0 0.0 0.0 0.373
H 0.603425 2.322762 4.522990 0.0 -0.1 0.1 0.447
H 2.399299 2.932767 -2.387692 0.0 0.0 0.0 0.470
H 2.012904 2.237623 -4.723803 0.0 0.0 -0.1 0.431
H 0.833430 0.068623 -5.148140 0.0 0.0 -0.1 0.461
H 0.117809 -1.311002 -3.203985 0.1 0.2 0.0 0.466
F -2.847399 1.336535 1.391132 -0.4 0.0 0.6 -0.337
B -2.002655 1.337720 0.317596 0.0 0.0 0.0 0.012
F -2.712114 1.303434 -0.873195 -0.4 -0.2 -0.8 -0.413
F -1.123405 2.394255 0.321508 0.5 0.6 0.0 -0.259
F -1.228395 0.123916 0.368507 0.2 -0.6 0.0 0.678
Cl 4.441952 -0.924670 0.521898 0.1 0.0 0.0 -0.383
Si 2.882824 -2.021993 -0.397075 0.2 0.0 -0.1 0.571
Cl 3.221985 -3.985515 0.260832 0.0 0.0 0.0 -0.384
Cl 3.579911 -2.087014 -2.409257 0.0 0.0 0.0 -0.396

=====

No. 5
33
Properties=species:S:1:pos:R:3:forces:R:3:mulliken_charge:R:1 method="wB97M-V/def2-TZVPD" homo_energy_ha="0.0356 / 0.0187" gap_ev="4.08 / 4.53" s_squared=2.02 multiplicity=3 total_charge=-2
C -1.009039 1.787813 -2.544705 0.0 0.4 -0.1 -0.221
C -1.786726 1.968434 -1.399000 1.0 1.3 0.2 -1.046
C -0.881717 2.202693 -0.267248 1.5 0.5 -0.9 -0.625
H -2.863518 2.075389 -1.336490 0.2 -0.2 -0.1 0.404
C 0.515460 1.934774 -0.800746 -1.8 1.1 0.2 -0.266
C 0.367372 1.748626 -2.209558 -0.2 0.7 0.5 -0.850
H 1.185294 1.707294 -2.927542 -0.2 -0.3 0.2 0.367
H -1.406839 1.784933 -3.556489 0.1 -0.5 0.2 0.415
H -1.081892 2.581042 0.736848 -0.3 0.6 -0.5 0.595
H 1.424709 2.143752 -0.227010 -0.3 -0.1 -0.5 0.391
Pt -0.635873 0.297608 0.345087 1.1 -2.7 -1.1 0.948
Br -2.906594 -0.314684 0.719287 -2.2 -0.3 1.0 -0.753
C -0.525646 -2.154293 -0.887265 -1.0 -0.6 -1.2 -0.641
C 0.472604 -1.733925 -1.823248 0.0 0.4 0.4 -0.509
C -0.134184 -1.389794 -3.039263 -1.6 -0.7 0.3 -0.591
H 1.506465 -1.550385 -1.513735 -0.2 -0.1 -0.3 0.291
C -1.568962 -1.674181 -2.918404 1.9 -0.5 1.5 -0.510
C -1.786170 -2.193868 -1.604128 1.3 0.6 -1.1 -0.776
H -2.741137 -2.480059 -1.196599 0.0 0.0 0.1 0.442
H -0.365721 -2.642420 0.069979 0.0 0.1 -0.1 0.545
H 0.316971 -0.898641 -3.895765 0.1 -0.1 0.1 0.498
H -2.309602 -1.464057 -3.669507 -0.2 0.0 -0.1 0.436
C 1.972686 -0.233645 4.139693 0.1 0.1 0.1 -0.563
C 1.660106 1.029707 3.629964 0.1 0.3 -0.3 -0.561
C 1.086906 1.133398 2.374321 0.4 -0.7 1.0 -0.512
C 0.801939 -0.054145 1.730247 -1.0 0.0 -2.3 0.835
C 1.167727 -1.332493 2.124040 0.3 0.8 1.2 -0.527
C 1.743456 -1.394219 3.395274 0.0 -0.3 -0.3 -0.352
H 2.383860 -0.296975 5.138235 0.1 -0.1 0.1 0.304
H 1.820813 1.946944 4.179637 0.2 0.0 0.5 0.331
H 0.716145 2.051087 1.908908 0.4 0.0 0.5 0.062
H 0.903371 -2.209405 1.521949 0.2 0.4 0.4 0.103
H 1.957733 -2.376306 3.803233 0.2 0.0 0.3 0.335

=====

No. 6
14
Properties=species:S:1:pos:R:3:forces:R:3:mulliken_charge:R:1 method="wB97M-V/def2-TZVPD" homo_energy_ha=-0.5255 gap_ev=9.50 total_charge=+1
C 1.019390 -0.080468 -1.409287 2.3 1.5 -2.2 0.259
C 0.068296 -0.104197 0.668941 -1.8 -0.9 -1.8 0.613
C -0.368498 -0.502551 -1.837344 -0.7 1.5 4.5 -0.144
C -0.186146 0.336070 2.042149 0.4 -0.2 1.6 -1.062
N 1.192041 0.076950 -0.055149 -3.1 -1.1 0.9 -0.011
N -0.958526 -0.612116 -0.050813 2.1 1.1 -1.0 -0.402
O 1.937297 0.222213 -2.144055 -1.5 -0.9 0.3 -0.479
I -1.525243 0.916949 -2.799198 0.2 -0.2 -0.1 0.351
H -0.376941 -1.504162 -2.109591 -0.4 -1.7 -0.9 0.415
H -0.847114 1.212078 1.840141 0.4 -0.4 0.8 0.333
H 0.758244 0.653475 2.656037 -1.9 -0.8 -1.2 0.337
H -0.812890 -0.503791 2.533311 1.2 1.6 -0.4 0.342
H 2.027104 0.416706 0.307568 1.7 0.7 0.7 0.160
H -1.927015 -0.527156 0.357289 1.3 -0.2 -1.0 0.288

=====

One value per record, in order, for relative energy (zero: lowest compared OMol25 entry of this formula, charge and spin): 61.5, 92.3, 140.9, 0.0, 14.5, 3.7 kcal/mol.